(1)
66
Properties=species:S:1:pos:R:3:mulliken_spin:R:1 method="wB97M-V/def2-TZVPD" total_charge=+1 homo_energy_ev="-9.23 / -11.46" de_lowest_kj_mol=0.0 multiplicity=3
Au -12.49679 13.73275 -4.00054 0.265
Cl -13.38340 21.17272 -5.09064 0.068
C -13.04622 19.54977 -5.33117 0.258
C -12.79576 18.72134 -4.21365 -0.076
Cl -12.98494 19.35608 -2.62747 -0.009
C -12.50818 17.34666 -4.39957 0.191
Cl -11.93355 16.36258 -3.13256 0.048
C -12.62311 16.70498 -5.70310 0.091
O -12.68331 15.46458 -5.85945 0.336
C -12.87562 17.63020 -6.81413 0.174
Cl -12.93909 16.93410 -8.32541 0.050
C -13.09497 19.00100 -6.64345 -0.098
Cl -13.31429 20.00324 -7.98447 -0.014
C -10.77296 13.03114 -6.95323 0.042
Si -11.84556 12.15414 -5.68146 0.458
C -13.32242 11.52109 -6.68818 0.051
C -10.84467 10.72980 -4.83459 0.036
H -10.82981 12.45967 -7.88368 0.009
H -9.70485 13.06618 -6.64723 -0.002
H -11.15167 14.04520 -7.12465 -0.009
H -12.93563 10.86422 -7.51025 0.012
H -13.85424 12.39062 -7.10173 -0.004
H -14.03293 10.91703 -6.11522 -0.006
H -10.89653 9.80878 -5.49434 0.010
H -11.20714 10.42498 -3.82017 -0.004
H -9.76768 10.98996 -4.72970 -0.002
N -8.20719 13.72113 -2.64880 0.005
C -9.14542 14.04607 -3.55621 0.004
N -10.38069 13.70847 -3.20269 -0.029
C -10.24681 13.00053 -1.98303 0.009
C -11.17144 12.36768 -1.15732 0.002
C -10.67290 11.61164 -0.06550 0.001
C -9.31242 11.51496 0.15357 0.000
C -8.38475 12.27111 -0.56138 0.000
C -8.86172 12.99438 -1.61968 0.004
H -7.26052 13.94259 -2.76109 0.000
H -8.88904 14.55949 -4.45398 0.001
H -12.23685 12.50210 -1.25933 -0.002
H -11.39723 11.15362 0.63275 0.000
H -8.88786 10.90101 0.94114 0.000
H -7.33380 12.34423 -0.30026 0.000
C -14.46841 14.86561 0.51872 0.000
C -15.19941 14.71942 -0.78493 0.016
O -14.79390 13.43516 -1.41642 0.008
P -14.62488 13.33693 -3.02323 0.095
O -15.95088 13.96481 -3.60931 0.017
C -16.43709 13.77236 -4.97026 0.002
C -17.93643 13.58086 -4.89565 0.002
O -14.66663 11.76149 -3.21698 -0.019
C -15.16290 10.74055 -2.27155 -0.004
C -14.08503 9.69989 -2.06478 0.001
H -14.78377 15.73657 1.06012 0.001
H -13.39121 14.83931 0.32314 0.002
H -14.70463 14.01891 1.19031 0.000
H -14.93051 15.49724 -1.53181 0.000
H -16.28416 14.65806 -0.70539 0.003
H -15.97983 12.90253 -5.48984 0.000
H -16.11332 14.69677 -5.46395 0.003
H -18.25278 12.62671 -4.42237 0.000
H -18.33019 13.53376 -5.91480 0.000
H -18.41289 14.47103 -4.41740 0.000
H -16.04736 10.36477 -2.73861 0.000
H -15.46636 11.28054 -1.39613 0.003
H -13.60408 9.51984 -3.05935 0.001
H -14.48695 8.74337 -1.64170 0.000
H -13.35809 10.15950 -1.36786 0.000

***

(2)
79
Properties=species:S:1:pos:R:3:lowdin_charge:R:1 method="wB97M-V/def2-TZVPD" total_charge=+1 homo_energy_ev=-11.15 de_lowest_kj_mol=186.3 multiplicity=1
Mg -2.07079 -1.17860 0.01856 0.930
C 0.56977 1.80068 0.28995 -0.079
C -0.46760 1.51212 -0.76195 -0.419
O -1.01451 0.23565 -0.82213 -0.359
H 1.17902 0.93490 0.54996 0.052
H 0.03862 2.13913 1.19365 0.061
H 1.22236 2.64539 0.07834 0.075
H 0.07648 1.56387 -1.72554 0.099
H -1.16119 2.36010 -0.84062 0.096
C -3.84554 -4.05787 -3.05498 -0.040
C -4.92949 -3.34552 -2.26051 -0.193
O -5.13120 -2.01517 -2.67135 0.083
C -4.39120 -1.01711 -2.28053 -0.328
O -3.52870 -1.07336 -1.44559 0.088
C -4.81319 0.29793 -3.00844 -0.526
F -3.70020 0.89713 -3.44141 0.190
F -5.63316 0.13200 -4.02295 0.218
F -5.37356 1.07460 -2.06377 0.173
H -2.90011 -3.54377 -2.81537 0.058
H -3.97266 -3.86235 -4.11834 0.097
H -3.60803 -5.08157 -2.78425 0.093
H -4.77993 -3.41913 -1.18101 0.130
H -5.82769 -3.92138 -2.49065 0.137
C 2.63652 -0.87449 2.23279 -0.046
C 1.60486 -1.86207 1.77701 -0.147
O 0.55034 -2.02546 2.77390 0.104
C -0.57689 -1.43767 2.77428 -0.342
O -1.08196 -0.89333 1.79789 0.050
C -1.38768 -1.60030 4.08094 -0.520
F -1.06419 -0.49185 4.80658 0.160
F -2.68886 -1.58010 3.82837 0.191
F -1.04879 -2.65568 4.80106 0.210
H 3.44687 -0.74236 1.51822 0.083
H 3.14738 -1.21625 3.13351 0.097
H 2.10933 0.06733 2.39288 0.082
H 2.06092 -2.83299 1.58703 0.138
H 1.13335 -1.56652 0.83697 0.106
C 4.97661 2.15796 -0.27651 -0.059
C 4.99576 3.23758 0.81027 -0.188
O 5.96958 3.09400 1.84511 0.056
C 5.74971 2.22421 2.80989 -0.395
O 4.79110 1.51480 2.92710 0.157
C 7.00431 1.97277 3.64794 -0.535
F 6.75368 2.20427 4.94466 0.166
F 7.31106 0.66000 3.52896 0.152
F 8.07445 2.66120 3.27513 0.184
H 5.86820 2.31112 -0.88302 0.082
H 4.06759 2.18025 -0.86647 0.070
H 5.01581 1.16553 0.17619 0.075
H 3.97627 3.33298 1.18855 0.118
H 5.21525 4.19729 0.34990 0.126
C 0.47380 -2.32978 -3.85919 -0.040
C 1.20562 -1.52880 -2.80692 -0.245
O 2.38059 -0.99390 -3.36194 0.053
C 3.35157 -0.68245 -2.49812 -0.363
O 3.24222 -0.62609 -1.31295 0.156
C 4.62239 -0.16314 -3.21450 -0.553
F 5.64609 -0.96121 -2.90348 0.176
F 4.47323 -0.18549 -4.53276 0.187
F 4.89390 1.05466 -2.76561 0.166
H 0.18667 -1.69628 -4.69468 0.088
H -0.39348 -2.83150 -3.43223 0.062
H 1.20572 -3.07552 -4.17986 0.089
H 1.38664 -2.05277 -1.85933 0.119
H 0.53979 -0.73837 -2.42418 0.105
C -2.94682 3.40361 1.34921 -0.039
C -3.07260 2.05923 2.03664 -0.174
O -4.36605 1.48672 1.89217 0.108
C -4.53837 0.30856 1.39035 -0.315
O -3.62993 -0.42079 1.06435 0.057
C -6.00722 -0.20732 1.43549 -0.550
F -6.78650 0.81184 1.81933 0.182
F -6.39557 -0.51332 0.20165 0.187
F -6.12969 -1.19735 2.27629 0.230
H -3.03223 3.25296 0.27167 0.078
H -1.98135 3.84288 1.58994 0.090
H -3.73444 4.10961 1.61461 0.088
H -2.88167 2.14568 3.10799 0.144
H -2.26037 1.44846 1.63580 0.100

***

(3)
59
Properties=species:S:1:pos:R:3:mulliken_spin:R:1 method="wB97M-V/def2-TZVPD" total_charge=+1 homo_energy_ev="-10.99 / -10.84" de_lowest_kj_mol=89.7 multiplicity=2
Ir 0.49304 -0.03300 0.30665 0.889
C 1.18645 0.89853 -3.00406 0.001
O 0.10857 0.63946 -2.10974 0.049
C -0.89513 -0.21901 -2.61716 -0.003
C -0.57881 -1.69057 -2.38056 -0.003
O -0.20602 -1.88592 -1.01540 0.038
C -0.74488 -3.02998 -0.35489 0.003
C 0.13682 -3.34518 0.83483 0.006
O 0.23719 -2.18989 1.64426 0.055
C 1.07744 -2.37982 2.77871 -0.002
H 0.80589 1.32311 -3.93587 0.000
H 1.76155 -0.00521 -3.22435 0.001
H 1.82722 1.62625 -2.51227 -0.001
H -1.04370 -0.04888 -3.68723 0.001
H -1.81213 0.04059 -2.08594 0.000
H 0.25324 -2.01378 -3.01345 0.001
H -1.46140 -2.28281 -2.62988 0.000
H -0.75379 -3.89152 -1.02640 0.000
H -1.76528 -2.81623 -0.02817 0.000
H 1.13402 -3.65274 0.49854 -0.001
H -0.30621 -4.17069 1.40270 0.001
H 0.64182 -3.11842 3.45655 0.000
H 1.15194 -1.41763 3.27927 -0.004
H 2.07434 -2.71339 2.47623 0.002
F 0.97465 4.70227 2.89441 0.000
C 1.58151 3.65100 2.35182 0.000
C 0.81442 2.64908 1.78775 0.056
C 1.41020 1.54419 1.20413 -0.051
C 2.84069 1.48151 1.14905 -0.027
C 3.55925 2.51141 1.78224 0.004
F 4.89795 2.45191 1.80824 0.000
C 2.96447 3.59064 2.37787 -0.002
C 3.41586 0.38162 0.43176 0.064
C 4.77802 0.14931 0.17029 0.005
C 5.17421 -0.93929 -0.56522 -0.003
C 4.20865 -1.82016 -1.05583 0.001
C 2.89069 -1.54830 -0.77941 0.002
N 2.49045 -0.49661 -0.05611 -0.017
H -0.26356 2.75208 1.81630 0.008
H 3.54982 4.37058 2.84333 0.000
H 5.50141 0.85198 0.54903 0.000
H 6.22053 -1.11803 -0.77121 0.000
H 4.48287 -2.69469 -1.62707 0.000
H 2.11545 -2.20371 -1.15430 0.005
C -1.70003 0.63123 3.27108 -0.005
C -2.30872 0.50802 1.86786 -0.024
C -2.88117 -0.90958 1.68579 -0.011
C -3.46961 1.52020 1.71671 -0.006
C -1.31657 0.74964 0.79267 -0.016
H -2.43520 0.35602 4.02677 0.001
H -1.36949 1.65043 3.46806 0.001
H -0.83672 -0.03000 3.36280 0.000
H -3.71675 -1.04367 2.37132 0.000
H -2.11598 -1.65142 1.90298 0.004
H -3.24579 -1.05550 0.66622 0.000
H -4.19574 1.37512 2.51841 0.000
H -3.98243 1.38133 0.76389 0.000
H -3.10682 2.54766 1.76872 0.001
H -1.76754 1.10022 -0.14543 -0.021